Model 1:
{"formula": "C3H7ClN2", "method": "the ωB97M-V functional and the def2-TZVPD basis", "symbols": ["C", "C", "C", "H", "H", "H", "H", "H", "H", "H", "N", "N", "Cl"], "coordinates": [[0.93856, -0.41133, -0.25605], [0.54669, 0.80834, 0.43107], [-0.22685, -0.38400, 0.60274], [3.28944, -0.29337, 0.19188], [1.73140, -2.14805, 0.73346], [0.47188, -0.61492, -1.22166], [1.22165, 0.78049, 1.43052], [-0.06843, 2.77528, 0.30009], [-0.15034, 1.62820, -0.92427], [-0.19298, -0.77266, 1.69216], [2.19424, -1.11088, -0.37850], [0.42410, 2.00489, -0.25827], [-1.89302, -0.45242, -0.14184]], "mol_weight_g_mol": 106.556, "total_charge": 0, "e_lumo_ha": 0.000}

---

Model 2:
{"formula": "C3H7ClN2", "method": "the ωB97M-V functional and the def2-TZVPD basis", "symbols": ["C", "C", "C", "N", "N", "Cl", "H", "H", "H", "H", "H", "H", "H"], "coordinates": [[2.14022, 0.63760, -1.22403], [-1.73611, 0.34543, 0.56910], [0.32892, -0.97010, 0.78808], [-0.21316, 0.26175, -1.15513], [-0.45931, -0.09728, -0.01695], [1.99210, 2.11313, -1.91838], [2.39154, -0.19943, -1.95448], [-2.12674, 0.84100, -0.26136], [-2.23919, -0.53394, 0.93978], [-1.55268, 1.05746, 1.43590], [0.24369, -0.60031, 1.72506], [-0.21108, -1.85301, 0.75030], [1.44179, -1.00231, 0.32212]], "mol_weight_g_mol": 106.556, "total_charge": 0, "e_lumo_ha": 0.015}

---

Which of them is most stable? Easy: model 2.

---

Model 1:
{"formula": "CH4NO3P", "method": "the ωB97M-V functional and the def2-TZVPD basis", "symbols": ["C", "N", "O", "O", "O", "P", "H", "H", "H", "H"], "coordinates": [[0.45987, 1.37844, -1.51416], [-1.46018, -0.61201, 1.11310], [2.11045, -1.52591, 0.27622], [0.33935, 2.15658, -2.42624], [-0.24139, -1.08969, 0.64996], [1.28872, -0.57861, 0.91755], [0.21881, 0.36308, -1.50522], [0.70958, 1.62135, -0.49627], [-2.16298, -1.38773, 0.91083], [-1.26224, -0.32549, 2.07424]], "mol_weight_g_mol": 109.021, "total_charge": 0, "smiles": "NOP=O.C=O", "e_lumo_ha": -0.014}

---

Model 2:
{"formula": "CH4NO3P", "method": "the ωB97M-V functional and the def2-TZVPD basis", "symbols": ["C", "N", "O", "O", "O", "P", "H", "H", "H", "H"], "coordinates": [[-0.96207, 1.51597, 0.59044], [-1.56625, 0.76507, -0.18603], [-0.80640, -0.32683, -0.80064], [1.19347, -2.50263, -0.69002], [1.90242, -0.42155, 0.46085], [0.74718, -1.57651, 0.33527], [-0.02681, 1.41671, 1.05048], [-1.54586, 2.48876, 0.81677], [-1.47507, -0.58698, -1.48075], [2.53939, -0.77201, -0.09637]], "mol_weight_g_mol": 109.021, "total_charge": 0, "e_lumo_ha": 0.026}

---

Which of them is most stable? Easy: model 2.

---

Model 1:
{"formula": "C39H41BrHgN9O5S2", "method": "the ωB97M-V functional and the def2-TZVPD basis", "symbols": ["Hg", "C", "C", "C", "C", "C", "C", "C", "S", "O", "O", "N", "C", "C", "C", "C", "C", "N", "H", "H", "H", "H", "H", "H", "H", "H", "H", "H", "H", "N", "C", "C", "C", "N", "H", "H", "H", "H", "H", "H", "H", "H", "H", "H", "Br", "C", "C", "C", "C", "C", "C", "N", "N", "C", "C", "C", "C", "O", "C", "N", "C", "C", "C", "C", "H", "H", "H", "H", "H", "H", "H", "H", "H", "N", "C", "S", "N", "C", "C", "C", "C", "C", "C", "H", "H", "H", "H", "H", "H", "H", "H", "C", "C", "O", "O", "H", "H", "H"], "coordinates": [[0.27278, 0.24271, 1.32725], [2.29011, -4.68950, 5.96620], [2.58343, -3.42216, 5.20331], [2.79379, -2.21677, 5.86824], [3.08770, -1.05591, 5.16478], [3.16146, -1.10132, 3.77926], [2.95502, -2.29413, 3.09641], [2.66882, -3.44334, 3.81424], [3.49855, 0.36327, 2.84073], [3.87749, -0.10276, 1.53990], [4.45380, 1.14110, 3.60092], [2.07425, 1.07829, 2.72037], [1.58751, 2.02765, 3.60682], [2.24670, 2.59232, 4.72477], [1.57780, 3.51936, 5.49225], [0.27957, 3.90678, 5.16763], [-0.28149, 3.31808, 4.05147], [0.34057, 2.41038, 3.30344], [2.13364, -4.48425, 7.02627], [3.11841, -5.39710, 5.87924], [1.39646, -5.18392, 5.57896], [2.72720, -2.18619, 6.95102], [3.26295, -0.12124, 5.68267], [3.00040, -2.30412, 2.01388], [2.49123, -4.37150, 3.28010], [3.26386, 2.31304, 4.94328], [2.07550, 3.95217, 6.35277], [-0.26375, 4.64304, 5.74480], [-1.28117, 3.58941, 3.71899], [-1.95258, 0.59605, 2.62437], [-2.02250, -0.10720, 3.89897], [-1.78917, -1.60657, 3.73578], [-0.40915, -2.03433, 3.22379], [-0.13127, -1.79683, 1.81515], [-2.10967, 1.59233, 2.70022], [-2.60143, 0.22404, 1.93907], [-2.98631, 0.03284, 4.41030], [-1.24938, 0.30518, 4.55744], [-2.55765, -2.01671, 3.06682], [-1.93599, -2.07207, 4.71839], [-0.30441, -3.10920, 3.44433], [0.34930, -1.53026, 3.83444], [-0.92022, -2.12605, 1.26951], [1.15546, -2.35781, 0.51700], [-2.40847, 1.05181, -7.09905], [-0.64420, 0.42871, -6.70332], [0.45770, 1.16297, -7.12525], [1.73004, 0.71032, -6.83784], [1.96224, -0.48753, -6.11668], [0.80587, -1.19488, -5.68720], [-0.46980, -0.74520, -5.99002], [3.26580, -0.89910, -5.99601], [3.59112, -1.90433, -5.18368], [3.06214, -2.03885, -3.90986], [2.95455, -3.33255, -3.41504], [2.42979, -3.60472, -2.15125], [2.01197, -2.61719, -1.29163], [1.52364, -3.03575, -0.09634], [2.16865, -1.26035, -1.69731], [1.83199, -0.25772, -0.82380], [2.13851, 0.97604, -1.14264], [2.76633, 1.34174, -2.34160], [3.03255, 0.36988, -3.26175], [2.72621, -0.97793, -2.98568], [0.31410, 2.07875, -7.68474], [2.59840, 1.26631, -7.17329], [0.92268, -2.11470, -5.13390], [-1.33356, -1.31143, -5.66397], [3.26370, -4.13945, -4.06956], [2.32915, -4.63040, -1.81210], [1.88174, 1.74832, -0.42499], [3.01174, 2.37878, -2.52745], [3.50836, 0.61938, -4.19929], [-3.81535, 1.51774, -0.77123], [-3.65443, 0.27339, -1.23070], [-3.16899, -1.01472, -0.29269], [-3.86545, 0.08809, -2.59168], [-4.78706, 0.69985, -3.44578], [-4.70746, 0.39391, -4.80860], [-5.60107, 0.94033, -5.71106], [-6.59885, 1.80928, -5.28343], [-6.68717, 2.10606, -3.93222], [-5.79852, 1.56104, -3.01327], [-3.36798, 1.79826, 0.10662], [-3.85010, 2.25599, -1.45862], [-3.45352, -0.77035, -2.91944], [-3.92601, -0.27471, -5.15229], [-5.50903, 0.69149, -6.76164], [-7.29535, 2.24143, -5.99085], [-7.46544, 2.77038, -3.57467], [-5.91091, 1.77998, -1.96120], [-0.12160, 4.04610, 0.44957], [-1.13613, 2.91741, 0.48431], [-2.29482, 3.15839, 0.88388], [-0.75214, 1.79098, 0.03480], [-0.55198, 4.97195, 0.82576], [0.21224, 4.18177, -0.58252], [0.74654, 3.76824, 1.04663]], "mol_weight_g_mol": 1060.443, "s_squared": 0.7785, "multiplicity": 2, "total_charge": -2, "e_lumo_ha": [0.143, 0.143]}

---

Model 2:
{"formula": "C39H41BrHgN9O5S2", "method": "the ωB97M-V functional and the def2-TZVPD basis", "symbols": ["Hg", "C", "C", "C", "C", "C", "C", "C", "S", "O", "O", "N", "C", "C", "C", "C", "C", "N", "H", "H", "H", "H", "H", "H", "H", "H", "H", "H", "H", "N", "C", "C", "C", "N", "H", "H", "H", "H", "H", "H", "H", "H", "H", "H", "Br", "C", "C", "C", "C", "C", "C", "N", "N", "C", "C", "C", "C", "O", "C", "N", "C", "C", "C", "C", "H", "H", "H", "H", "H", "H", "H", "H", "H", "N", "C", "S", "N", "C", "C", "C", "C", "C", "C", "H", "H", "H", "H", "H", "H", "H", "H", "C", "C", "O", "O", "H", "H", "H"], "coordinates": [[-1.12937, 0.83829, 0.30348], [-1.03783, -6.57773, 0.78523], [-1.35613, -5.42139, -0.12723], [-0.40237, -4.95392, -1.02494], [-0.67613, -3.88886, -1.87241], [-1.91985, -3.27748, -1.81724], [-2.88610, -3.73346, -0.92980], [-2.60031, -4.79954, -0.09160], [-2.28791, -1.86710, -2.84491], [-1.10391, -1.61764, -3.62689], [-3.50239, -2.20604, -3.56200], [-2.42788, -0.72391, -1.76953], [-3.57070, -0.27883, -1.19878], [-4.91064, -0.50540, -1.60283], [-5.93230, 0.10015, -0.91285], [-5.66293, 0.92564, 0.18202], [-4.34464, 1.08475, 0.53807], [-3.34188, 0.48818, -0.11132], [-0.16590, -6.35864, 1.40447], [-0.81039, -7.47720, 0.20939], [-1.87619, -6.80047, 1.44565], [0.57566, -5.41791, -1.05783], [0.06950, -3.50672, -2.55743], [-3.85096, -3.24193, -0.88965], [-3.35246, -5.15016, 0.60689], [-5.09389, -1.11600, -2.47262], [-6.95541, -0.05174, -1.23896], [-6.44158, 1.43971, 0.72587], [-4.04907, 1.71893, 1.36765], [-1.95408, -0.31275, 2.50870], [-1.05462, -1.21201, 3.23180], [-0.75759, -2.49851, 2.45701], [0.37461, -2.40044, 1.43924], [0.01473, -1.57263, 0.29340], [-2.08829, 0.55271, 3.03504], [-2.87436, -0.72888, 2.40433], [-1.45824, -1.47620, 4.21843], [-0.12263, -0.66381, 3.39093], [-1.66987, -2.83424, 1.94755], [-0.48944, -3.28166, 3.17255], [0.66831, -3.41580, 1.13790], [1.24183, -1.93893, 1.91971], [-0.68941, -2.02389, -0.28355], [0.82282, -1.41592, -0.30139], [3.06164, -5.13751, -3.47431], [3.87258, -3.52358, -2.84484], [3.61112, -3.05984, -1.56346], [4.20788, -1.89424, -1.10831], [5.11661, -1.16195, -1.92377], [5.33858, -1.67607, -3.22722], [4.73315, -2.82527, -3.68148], [5.86337, -0.08410, -1.56410], [5.61151, 0.61631, -0.46050], [4.32772, 0.86452, -0.03014], [4.15116, 1.14268, 1.32417], [2.89586, 1.30720, 1.90768], [1.70959, 1.25681, 1.17899], [0.53363, 1.35935, 1.74759], [1.86699, 1.13275, -0.24441], [0.73366, 1.21136, -1.00698], [0.80698, 1.15554, -2.31538], [2.03018, 1.04510, -2.99039], [3.18238, 0.93191, -2.25605], [3.14407, 0.94926, -0.84821], [2.93726, -3.60987, -0.91701], [4.00052, -1.55506, -0.10176], [6.02595, -1.13348, -3.86551], [4.92729, -3.18894, -4.68282], [5.04643, 1.16294, 1.93524], [2.81827, 1.45934, 2.98006], [-0.13351, 1.18443, -2.85493], [2.04661, 1.01678, -4.07096], [4.13789, 0.82049, -2.75102], [0.17200, 3.13981, 4.20546], [-1.00131, 3.39981, 3.56462], [-2.44035, 2.73933, 4.16126], [-0.95964, 4.19889, 2.49027], [0.23159, 4.75796, 1.95400], [0.49202, 4.62540, 0.59314], [1.64540, 5.16672, 0.05081], [2.54917, 5.85281, 0.85149], [2.27840, 6.00342, 2.20344], [1.12336, 5.46651, 2.75464], [0.08884, 2.36240, 4.83992], [0.98816, 3.11483, 3.60655], [-1.74521, 4.11109, 1.81912], [-0.20764, 4.07433, -0.01874], [1.84910, 5.02558, -1.00371], [3.45631, 6.26252, 0.42571], [2.97170, 6.53984, 2.84044], [0.91165, 5.59216, 3.80820], [-2.84946, 3.46402, -2.04666], [-2.87774, 3.87886, -0.57603], [-3.59410, 4.81648, -0.22064], [-2.12706, 3.17221, 0.18155], [-3.55071, 4.06021, -2.62810], [-3.09141, 2.40315, -2.14162], [-1.83832, 3.60424, -2.43684]], "mol_weight_g_mol": 1060.443, "s_squared": 0.7990, "multiplicity": 2, "total_charge": -2, "e_lumo_ha": [0.141, 0.141]}

---

Which of them is most stable? Easy: model 2.